This record from the Open Molecules 2025 dataset describes a molecular structure, C30H29Cl2N4OW in a non-equilibrium geometry. The level of theory is wB97M-V/def2-TZVPD.

```
67
Properties=species:S:1:pos:R:3:lowdin_spin:R:1
W -0.707 -0.494 0.300 -0.014
C 3.152 1.369 0.846 0.018
C 1.847 1.315 0.031 0.067
N 1.219 -0.035 0.132 0.016
N 1.385 -0.799 1.302 0.004
C 0.878 -2.018 1.143 -0.001
O 0.155 -2.287 0.056 0.003
C 1.031 -3.057 2.169 0.000
C 0.450 -4.303 1.959 0.000
C 0.595 -5.297 2.914 0.000
C 1.309 -5.044 4.077 0.000
C 1.885 -3.797 4.288 0.000
C 1.750 -2.803 3.336 0.000
C 2.221 1.516 -1.471 0.034
C 2.786 2.725 -1.872 0.013
C 3.141 2.883 -3.199 0.002
C 2.924 1.832 -4.079 0.006
C 2.364 0.669 -3.581 0.006
N 2.014 0.512 -2.303 0.014
H 3.026 0.887 1.812 0.000
H 3.465 2.399 1.008 0.001
H 3.937 0.851 0.297 0.001
H -0.105 -4.487 1.049 0.000
H 0.152 -6.270 2.750 0.000
H 1.418 -5.822 4.821 0.000
H 2.443 -3.604 5.195 0.000
H 2.201 -1.831 3.486 0.000
H 2.963 3.524 -1.164 0.001
H 3.585 3.808 -3.540 0.000
H 3.189 1.908 -5.124 0.000
H 2.180 -0.180 -4.229 0.000
C 0.953 2.503 0.392 0.728
C -0.750 1.251 1.922 0.012
C 0.346 1.541 2.912 0.029
C -2.321 0.971 0.301 0.007
C -1.803 -1.278 1.962 0.019
C -2.746 -2.055 1.452 0.002
C -3.138 -1.893 0.021 0.013
C -3.128 -3.135 -0.826 0.001
C -3.631 -0.738 -0.475 0.009
C -3.597 0.629 0.108 0.001
H 1.265 3.537 0.464 0.030
H -1.336 3.475 0.676 -0.005
H -0.265 1.022 -0.238 -0.001
H -1.720 0.997 2.332 0.003
H 0.646 2.593 2.922 0.009
H 1.228 0.927 2.771 0.001
H -0.062 1.334 3.905 0.004
H -1.477 -1.347 2.997 0.003
H -3.298 -2.863 1.931 0.000
H -3.544 -3.977 -0.269 0.000
H -2.104 -3.404 -1.097 0.000
H -3.702 -3.002 -1.741 0.000
H -4.028 -0.761 -1.489 0.001
H -4.467 1.274 0.122 0.000
Cl -0.943 2.176 0.393 0.028
C -1.175 2.365 -1.517 0.116
C -1.422 3.599 -2.012 0.007
C -1.580 3.686 -3.407 0.160
C -1.497 2.545 -4.193 -0.013
C -1.285 1.294 -3.638 0.139
Cl -1.224 -0.085 -4.640 0.044
C -1.141 1.104 -2.217 0.019
N -1.039 -0.117 -1.693 0.459
H -1.489 4.492 -1.398 -0.003
H -1.762 4.645 -3.873 0.009
H -1.611 2.623 -5.266 -0.004
```

Summary:
relative energy (zero: lowest compared OMol25 entry of this formula, charge and spin): 525.36 kcal/mol
frontier orbital gap (alpha / beta): 6.8 / 5.8 eV
spin multiplicity: 3
HOMO (alpha / beta): -0.3941 / -0.3906 Ha
LUMO (alpha / beta): -3.96 / -4.78 eV
net charge: +1